1.
{"formula": "C4H8O3", "method": "ωB97M-V/def2-TZVPD", "smiles": "C[C@@H](O)C(=O)C=O.[H][H]", "e_lumo_ev": -0.221, "e_homo_ev": -9.640, "homo_lumo_gap_ha": 0.346, "spin_multiplicity": 1, "elements": ["C", "C", "O", "C", "O", "C", "O", "H", "H", "H", "H", "H", "H", "H", "H"], "coordinates": [[-0.844, 0.722, -1.040], [-0.425, -0.605, -0.436], [0.062, -1.431, -1.485], [0.712, -0.477, 0.578], [0.770, -1.152, 1.581], [1.847, 0.500, 0.252], [2.284, 1.243, 1.093], [-1.634, 0.562, -1.779], [-1.217, 1.395, -0.262], [-0.003, 1.204, -1.550], [-1.270, -1.076, 0.084], [0.143, -2.328, -1.134], [2.235, 0.489, -0.785], [-1.533, 0.778, 2.362], [-1.128, 0.175, 2.521]]}

=====

2.
{"formula": "C4H8O3", "method": "ωB97M-V/def2-TZVPD", "smiles": "C/C=C/O.O=CO", "e_lumo_ev": 0.526, "e_homo_ev": -8.866, "homo_lumo_gap_ha": 0.345, "spin_multiplicity": 1, "elements": ["C", "C", "C", "O", "H", "H", "H", "H", "H", "H", "O", "C", "O", "H", "H"], "coordinates": [[0.649, 2.833, -0.825], [0.530, 1.590, -0.002], [0.852, 0.388, -0.452], [0.775, -0.756, 0.326], [1.430, 3.500, -0.444], [0.914, 2.611, -1.860], [-0.275, 3.406, -0.815], [0.037, 1.666, 0.963], [1.191, 0.243, -1.475], [-0.172, -0.951, 0.445], [-1.906, -1.533, 0.901], [-1.487, -2.635, 0.725], [-0.511, -3.152, 1.479], [-1.961, -3.358, 0.047], [-0.065, -3.852, 0.986]]}

=====

3.
{"formula": "C4H8O3", "method": "ωB97M-V/def2-TZVPD", "smiles": "C[C@@H](O)[C@@H](O)C=O", "e_lumo_ev": 0.888, "e_homo_ev": -10.106, "homo_lumo_gap_ha": 0.404, "spin_multiplicity": 1, "elements": ["C", "C", "O", "C", "O", "C", "O", "H", "H", "H", "H", "H", "H", "H", "H"], "coordinates": [[-1.214, 0.706, -1.257], [-0.584, -0.342, -0.358], [0.556, -0.876, -1.122], [0.004, 0.210, 0.958], [-0.193, -0.634, 2.052], [1.487, 0.228, 0.595], [2.235, -0.568, 1.121], [-1.244, 0.304, -2.272], [-2.232, 0.962, -0.949], [-0.617, 1.625, -1.265], [-1.271, -1.167, -0.141], [0.935, -1.647, -0.667], [-0.336, 1.226, 1.197], [0.694, -0.994, 2.240], [1.816, 0.976, -0.138]]}

=====

Stability check: which of them is most stable? 3.

=====

1.
{"formula": "C4H8O3", "method": "ωB97M-V/def2-TZVPD", "smiles": "C/C=C/O.O=CO", "e_lumo_ev": 0.788, "e_homo_ev": -8.891, "homo_lumo_gap_ha": 0.356, "spin_multiplicity": 1, "elements": ["C", "C", "C", "O", "H", "H", "H", "H", "H", "H", "O", "C", "O", "H", "H"], "coordinates": [[1.105, -0.813, -1.634], [1.089, 0.254, -0.578], [0.984, 0.006, 0.724], [1.042, 0.990, 1.670], [0.486, -0.531, -2.493], [2.119, -0.990, -2.011], [0.723, -1.766, -1.249], [1.183, 1.293, -0.890], [0.862, -1.014, 1.105], [0.292, 0.844, 2.270], [-1.686, 0.341, 1.927], [-1.916, -0.021, 0.802], [-2.213, 0.781, -0.221], [-1.913, -1.066, 0.464], [-2.157, 1.692, 0.114]]}

=====

2.
{"formula": "C4H8O3", "method": "ωB97M-V/def2-TZVPD", "smiles": "C[C@@H](O)COC=O", "e_lumo_ev": 0.840, "e_homo_ev": -10.269, "homo_lumo_gap_ha": 0.408, "spin_multiplicity": 1, "elements": ["C", "C", "O", "C", "O", "C", "O", "H", "H", "H", "H", "H", "H", "H", "H"], "coordinates": [[1.836, -0.828, -0.560], [0.481, -0.493, 0.071], [0.777, 0.232, 1.239], [-0.400, 0.351, -0.873], [-1.511, 1.113, -0.311], [-2.146, 0.923, 0.836], [-1.872, 0.177, 1.756], [2.383, 0.075, -0.853], [1.769, -1.487, -1.432], [2.436, -1.327, 0.210], [-0.029, -1.444, 0.301], [-0.050, 0.245, 1.754], [-0.862, -0.251, -1.665], [0.215, 1.128, -1.335], [-3.027, 1.586, 0.864]]}

=====

Stability check: which of them is most stable? 2.

=====

1.
{"formula": "C44H52BiBr2IN5OS3", "method": "ωB97M-V/def2-TZVPD", "total_charge": -1, "e_lumo_ev": 2.291, "e_homo_ev": -4.322, "homo_lumo_gap_ha": 0.243, "spin_multiplicity": 1, "elements": ["Bi", "Br", "C", "C", "C", "Br", "C", "C", "C", "C", "N", "C", "C", "O", "H", "H", "H", "H", "C", "C", "C", "C", "C", "C", "C", "C", "N", "C", "C", "C", "C", "N", "C", "C", "C", "C", "C", "C", "C", "C", "H", "H", "H", "H", "H", "H", "H", "H", "H", "H", "H", "H", "H", "H", "H", "H", "H", "H", "H", "H", "H", "H", "H", "H", "S", "C", "C", "C", "C", "C", "C", "S", "H", "H", "H", "H", "C", "C", "C", "C", "N", "C", "S", "N", "C", "C", "C", "C", "H", "H", "H", "H", "H", "H", "H", "H", "H", "H", "H", "H", "H", "H", "H", "H", "H", "H", "H", "H", "I"], "coordinates": [[1.063, 0.770, -0.196], [5.459, 1.977, -3.015], [5.422, 0.656, -1.662], [6.620, 0.018, -1.306], [6.623, -0.972, -0.368], [8.266, -1.854, 0.031], [5.430, -1.346, 0.294], [5.322, -2.404, 1.223], [4.119, -2.674, 1.801], [3.011, -1.852, 1.513], [3.074, -0.865, 0.652], [4.245, -0.631, -0.007], [4.188, 0.353, -1.075], [3.080, 0.899, -1.443], [7.540, 0.313, -1.790], [6.198, -2.997, 1.455], [4.004, -3.498, 2.496], [2.047, -2.012, 1.991], [1.879, -0.278, 4.344], [3.133, 0.393, 3.833], [4.369, -0.132, 4.193], [5.551, 0.442, 3.753], [5.491, 1.583, 2.970], [4.275, 2.151, 2.593], [4.292, 3.441, 1.814], [3.092, 1.527, 3.006], [1.806, 1.969, 2.525], [1.041, 2.581, 3.335], [1.533, 3.152, 4.654], [-0.449, 2.764, 3.061], [-1.225, 3.594, 4.071], [-0.983, 2.163, 2.088], [-2.408, 2.088, 1.976], [-3.093, 1.112, 2.715], [-2.399, 0.269, 3.756], [-4.463, 0.959, 2.521], [-5.162, 1.780, 1.652], [-4.479, 2.780, 0.978], [-3.104, 2.956, 1.126], [-2.432, 4.101, 0.410], [2.064, -1.340, 4.515], [1.043, -0.201, 3.647], [1.566, 0.158, 5.300], [4.396, -1.019, 4.822], [6.509, 0.007, 4.018], [6.406, 2.059, 2.631], [5.159, 4.035, 2.116], [3.388, 4.029, 1.962], [4.363, 3.261, 0.738], [2.595, 2.973, 4.776], [1.003, 2.712, 5.499], [1.361, 4.230, 4.684], [-0.799, 4.595, 4.168], [-1.199, 3.126, 5.056], [-2.261, 3.690, 3.761], [-1.411, -0.053, 3.433], [-2.985, -0.626, 3.971], [-2.294, 0.825, 4.695], [-4.983, 0.192, 3.088], [-6.230, 1.655, 1.516], [-5.017, 3.462, 0.325], [-3.141, 4.924, 0.285], [-2.084, 3.798, -0.579], [-1.552, 4.467, 0.937], [1.064, -1.480, -1.748], [-0.191, -2.564, -1.147], [-0.586, -3.624, -1.988], [-1.595, -4.514, -1.641], [-2.244, -4.361, -0.420], [-1.859, -3.334, 0.431], [-0.834, -2.426, 0.106], [-0.455, -1.147, 1.268], [-0.069, -3.740, -2.940], [-1.868, -5.313, -2.321], [-3.037, -5.041, -0.128], [-2.364, -3.199, 1.381], [-1.718, -4.016, -5.780], [-1.476, -2.778, -6.646], [-1.613, -1.471, -5.871], [-0.455, -1.254, -4.900], [-0.518, 0.023, -4.197], [-1.241, 0.245, -3.089], [-0.908, 1.667, -2.169], [-2.154, -0.679, -2.772], [-3.102, -0.616, -1.653], [-4.374, -1.371, -2.039], [-5.111, -0.787, -3.250], [-5.738, 0.581, -2.984], [-1.711, -4.928, -6.383], [-2.690, -3.955, -5.277], [-0.950, -4.128, -5.008], [-2.188, -2.771, -7.474], [-0.476, -2.833, -7.089], [-2.566, -1.471, -5.331], [-1.650, -0.623, -6.563], [0.481, -1.263, -5.456], [-0.387, -2.054, -4.157], [0.254, 0.660, -4.283], [-2.017, -1.603, -3.155], [-3.301, 0.431, -1.448], [-2.664, -1.044, -0.752], [-5.035, -1.364, -1.165], [-4.118, -2.419, -2.236], [-5.891, -1.488, -3.561], [-4.410, -0.703, -4.086], [-6.406, 0.538, -2.118], [-6.321, 0.921, -3.846], [-4.978, 1.340, -2.776], [1.593, 3.724, -0.672]]}

=====

2.
{"formula": "C44H52BiBr2IN5OS3", "method": "ωB97M-V/def2-TZVPD", "total_charge": -1, "e_lumo_ev": 2.165, "e_homo_ev": -4.384, "homo_lumo_gap_ha": 0.241, "spin_multiplicity": 1, "elements": ["Bi", "Br", "C", "C", "C", "Br", "C", "C", "C", "C", "N", "C", "C", "O", "H", "H", "H", "H", "C", "C", "C", "C", "C", "C", "C", "C", "N", "C", "C", "C", "C", "N", "C", "C", "C", "C", "C", "C", "C", "C", "H", "H", "H", "H", "H", "H", "H", "H", "H", "H", "H", "H", "H", "H", "H", "H", "H", "H", "H", "H", "H", "H", "H", "H", "S", "C", "C", "C", "C", "C", "C", "S", "H", "H", "H", "H", "C", "C", "C", "C", "N", "C", "S", "N", "C", "C", "C", "C", "H", "H", "H", "H", "H", "H", "H", "H", "H", "H", "H", "H", "H", "H", "H", "H", "H", "H", "H", "H", "I"], "coordinates": [[-0.404, 0.131, 1.094], [-5.018, 2.912, 0.526], [-3.266, 3.625, 0.496], [-3.096, 4.968, 0.142], [-1.860, 5.544, 0.173], [-1.695, 7.392, -0.266], [-0.723, 4.790, 0.539], [0.576, 5.315, 0.727], [1.598, 4.496, 1.110], [1.362, 3.116, 1.218], [0.175, 2.602, 1.026], [-0.896, 3.407, 0.782], [-2.206, 2.783, 0.854], [-2.352, 1.573, 1.254], [-3.959, 5.554, -0.141], [0.739, 6.376, 0.586], [2.590, 4.886, 1.302], [2.165, 2.419, 1.434], [2.459, -3.122, 0.507], [1.885, -3.435, -0.846], [2.701, -3.877, -1.885], [2.179, -4.193, -3.131], [0.812, -4.073, -3.345], [-0.036, -3.621, -2.340], [-1.522, -3.505, -2.569], [0.518, -3.295, -1.096], [-0.354, -2.819, -0.082], [-1.042, -3.657, 0.568], [-0.936, -5.161, 0.409], [-2.065, -3.152, 1.563], [-2.943, -4.204, 2.205], [-2.143, -1.910, 1.810], [-3.110, -1.440, 2.768], [-2.854, -1.488, 4.136], [-1.623, -2.153, 4.699], [-3.795, -0.925, 4.994], [-4.952, -0.341, 4.506], [-5.201, -0.341, 3.140], [-4.288, -0.892, 2.251], [-4.558, -0.942, 0.771], [3.464, -3.535, 0.601], [1.842, -3.514, 1.318], [2.517, -2.042, 0.661], [3.765, -3.976, -1.699], [2.831, -4.534, -3.928], [0.385, -4.338, -4.307], [-1.754, -3.603, -3.630], [-1.895, -2.538, -2.223], [-2.069, -4.289, -2.033], [-0.084, -5.417, -0.214], [-1.836, -5.568, -0.058], [-0.821, -5.645, 1.379], [-3.375, -4.864, 1.451], [-3.743, -3.741, 2.770], [-2.352, -4.822, 2.886], [-0.788, -2.151, 3.994], [-1.849, -3.191, 4.968], [-1.288, -1.641, 5.602], [-3.586, -0.924, 6.059], [-5.652, 0.131, 5.187], [-6.107, 0.107, 2.746], [-5.552, -0.554, 0.551], [-4.496, -1.968, 0.395], [-3.830, -0.340, 0.216], [1.481, -1.315, 2.534], [1.449, -0.688, 4.182], [2.358, -1.218, 5.110], [2.389, -0.800, 6.431], [1.496, 0.180, 6.857], [0.590, 0.711, 5.956], [0.538, 0.291, 4.614], [-0.688, 1.020, 3.587], [3.045, -1.982, 4.764], [3.106, -1.230, 7.120], [1.508, 0.528, 7.883], [-0.114, 1.473, 6.275], [0.406, 1.614, -6.917], [1.449, 0.495, -6.898], [2.108, 0.303, -5.535], [1.116, -0.114, -4.452], [1.728, -0.270, -3.142], [1.893, 0.718, -2.250], [2.376, 0.356, -0.652], [1.630, 1.957, -2.697], [1.578, 3.159, -1.882], [2.471, 4.261, -2.441], [3.956, 3.906, -2.424], [4.515, 3.750, -1.009], [0.080, 1.830, -7.936], [0.821, 2.537, -6.500], [-0.481, 1.355, -6.337], [2.226, 0.718, -7.634], [0.983, -0.445, -7.210], [2.613, 1.228, -5.237], [2.879, -0.469, -5.601], [0.675, -1.074, -4.713], [0.277, 0.582, -4.371], [1.825, -1.197, -2.763], [1.159, 2.019, -3.584], [1.893, 2.880, -0.883], [0.543, 3.501, -1.818], [2.303, 5.161, -1.840], [2.157, 4.496, -3.464], [4.511, 4.686, -2.952], [4.108, 2.975, -2.978], [4.290, 4.634, -0.403], [5.600, 3.626, -1.030], [4.095, 2.872, -0.510], [-1.530, 0.596, -1.828]]}

=====

Stability check: which of them is most stable? 2.

=====

1.
{"formula": "C3H6O2S", "method": "ωB97M-V/def2-TZVPD", "e_lumo_ev": -0.533, "e_homo_ev": -9.855, "homo_lumo_gap_ha": 0.343, "spin_multiplicity": 1, "elements": ["C", "C", "C", "O", "O", "S", "H", "H", "H", "H", "H", "H"], "coordinates": [[-1.311, -0.565, -0.295], [-0.253, 0.011, 0.589], [1.094, -0.024, 0.028], [-2.085, -1.396, 2.294], [-0.424, -2.690, 0.916], [-1.170, -1.475, 1.180], [-2.173, 0.016, -0.571], [-1.020, -1.206, -1.130], [-0.366, 1.693, 1.210], [1.784, 0.219, 0.709], [1.075, 0.624, -0.751], [1.301, -0.998, -0.328]]}

=====

2.
{"formula": "C3H6O2S", "method": "ωB97M-V/def2-TZVPD", "e_lumo_ev": -3.368, "e_homo_ev": -9.106, "homo_lumo_gap_ha": 0.211, "spin_multiplicity": 1, "elements": ["O", "C", "O", "C", "C", "S", "H", "H", "H", "H", "H", "H"], "coordinates": [[-2.039, 0.276, -0.928], [-1.362, -0.337, -0.132], [-1.383, 0.154, 1.187], [-0.290, -1.247, -0.336], [0.836, -1.274, 0.620], [2.018, 0.081, 0.304], [-2.035, 0.869, 1.138], [0.047, -1.378, -1.357], [1.114, 3.514, -1.099], [1.308, -2.233, 0.356], [0.558, -1.287, 1.676], [1.228, 2.860, -1.430]]}

=====

Stability check: which of them is most stable? 2.